A molecular structure, C48H45Cl3N7O6P2SSeTa at a distorted geometry. Source: the OMol25 dataset; level of theory: ωB97M-V with the def2-TZVPD basis set.

Geometry as ORCA input:
```
! RIJCOSX wB97M-V def2-TZVPD def2/J DEFGRID3
* xyz 2 1
Ta -0.39 0.78 -0.37
O 2.53 1.59 -0.19
N 1.64 2.41 0.45
C 2.06 3.16 1.39
C 1.19 4.01 2.17
C 1.79 4.83 3.13
C 1.04 5.67 3.93
C -0.34 5.69 3.79
C -0.95 4.86 2.86
C -0.21 4.03 2.03
P -1.15 3.11 0.74
C -2.70 2.73 1.65
C -3.96 3.02 1.15
C -5.09 2.59 1.83
C -4.97 1.86 3.00
C -3.71 1.58 3.51
C -2.58 2.01 2.84
C -1.52 4.46 -0.44
C -2.42 5.49 -0.17
C -2.64 6.48 -1.11
C -1.97 6.45 -2.33
C -1.05 5.45 -2.59
C -0.82 4.46 -1.65
H 3.45 1.79 0.08
H 3.13 3.19 1.65
H 2.86 4.80 3.25
H 1.52 6.31 4.65
H -0.94 6.34 4.40
H -2.03 4.88 2.78
H -4.06 3.61 0.25
H -6.07 2.84 1.45
H -5.85 1.52 3.52
H -3.61 1.03 4.44
H -1.60 1.83 3.25
H -2.94 5.54 0.77
H -3.33 7.27 -0.90
H -2.15 7.22 -3.06
H -0.51 5.42 -3.52
H -0.08 3.70 -1.85
Cl 4.47 -8.70 0.16
C 4.58 -7.11 -0.48
C 5.01 -6.90 -1.78
C 5.09 -5.61 -2.27
C 4.78 -4.51 -1.48
C 4.91 -3.12 -2.05
C 3.59 -2.70 -2.76
N 2.50 -2.45 -1.85
C 1.59 -3.35 -1.39
C 0.71 -2.65 -0.61
N 1.08 -1.33 -0.60
C 2.17 -1.26 -1.35
O 5.94 -3.09 -3.00
C 6.75 -1.92 -2.99
C 7.61 -1.80 -1.76
C 8.75 -2.53 -1.56
Cl 9.43 -3.67 -2.62
S 9.51 -2.17 -0.05
C 8.28 -1.03 0.32
C 7.35 -0.94 -0.67
C 4.36 -4.75 -0.17
Cl 3.98 -3.43 0.88
C 4.25 -6.03 0.33
H 5.29 -7.74 -2.40
H 5.43 -5.43 -3.28
H 5.11 -2.41 -1.24
H 3.30 -3.48 -3.46
H 3.78 -1.78 -3.32
H 1.63 -4.39 -1.64
H -0.15 -3.00 -0.08
H 2.70 -0.35 -1.56
H 6.13 -1.02 -3.10
H 7.38 -2.03 -3.88
H 8.33 -0.49 1.24
H 6.51 -0.27 -0.62
H 3.92 -6.20 1.34
O -1.38 -0.79 0.57
C -0.83 -0.50 1.67
O 0.00 0.43 1.70
C -1.22 -1.22 2.89
C -0.73 -0.85 4.14
C -1.13 -1.53 5.27
C -2.01 -2.60 5.17
C -2.48 -2.97 3.92
C -2.11 -2.29 2.77
N -3.40 -4.10 3.79
O -3.77 -4.63 4.80
O -3.72 -4.40 2.66
H -0.03 -0.02 4.21
H -0.77 -1.22 6.24
H -2.33 -3.15 6.04
H -2.50 -2.59 1.81
C -5.06 0.52 -3.79
N -4.08 -0.54 -3.70
C -4.65 -1.67 -2.99
N -5.08 -1.30 -1.66
C -6.06 -0.23 -1.76
N -5.52 0.92 -2.47
C -4.53 1.62 -1.72
P -3.00 0.51 -1.38
C -2.83 -0.11 -3.16
C -4.00 -0.98 -0.78
H -5.93 0.16 -4.36
H -4.63 1.39 -4.29
H -3.91 -2.48 -2.93
H -5.52 -2.03 -3.55
H -6.39 0.07 -0.76
H -6.92 -0.61 -2.32
H -4.95 1.92 -0.76
H -4.20 2.51 -2.28
H -2.12 -0.94 -3.17
H -2.42 0.70 -3.77
H -4.39 -0.76 0.22
H -3.33 -1.85 -0.71
Se 0.32 1.19 -2.56
*
```

Results
Highest occupied orbital energy = -12.0 eV
ΔE to the lowest compared entry with this formula, charge and spin = 107.0 kJ/mol
M = 1276.2 g mol⁻¹
Electronic energy = -207084.9506 eV
Kohn-Sham gap = 0.20690 hartree
LUMO energy = -6.379 eV